[1]
The following is a quantum chemistry calculation of a 12-piece molecular cluster, C4H34N2O11 overall at a distorted geometry, from the OMol25 dataset.

XYZ file:
```
51
Properties=species:S:1:pos:R:3:lowdin_charge:R:1
C 2.218 -0.640 -3.541 -0.073
C 1.549 0.646 -3.085 -0.436
N 0.082 0.593 -3.027 0.037
C 2.126 1.145 -1.751 -0.158
C 2.462 0.132 -0.640 -0.255
N 1.310 -0.626 -0.186 0.011
H 1.680 -1.132 -4.352 0.074
H 3.288 -0.549 -3.715 0.082
H 2.255 -1.386 -2.737 0.052
H 1.708 1.391 -3.858 0.118
H -0.382 0.403 -2.144 0.008
H -0.318 0.026 -3.763 0.065
H 1.420 1.847 -1.298 0.087
H 2.943 1.825 -1.975 0.108
H 3.117 -0.599 -1.126 0.085
H 3.046 0.521 0.189 0.111
H 0.624 -0.762 -0.924 0.026
H 0.655 -0.199 0.468 0.042
O 0.516 -1.676 2.327 -0.115
H -0.201 -2.021 1.724 -0.004
H 1.300 -2.078 1.919 0.049
O -1.527 -2.392 0.762 -0.076
H -1.372 -1.651 0.124 0.003
H -1.130 -3.206 0.408 0.056
O -0.139 -3.683 -1.844 -0.042
H 0.808 -3.813 -1.903 0.043
H -0.461 -2.841 -2.158 0.020
O -3.543 1.073 0.545 -0.026
H -4.131 0.480 0.993 0.048
H -2.999 1.630 1.109 0.047
O -0.949 0.569 3.920 -0.059
H -0.484 0.221 3.141 0.025
H -1.235 -0.246 4.358 0.062
O 1.724 -0.782 4.678 -0.061
H 1.855 -0.744 3.728 0.004
H 0.828 -0.468 4.801 -0.009
O -0.659 1.863 0.319 -0.057
H -1.294 1.960 -0.401 0.049
H -0.132 2.671 0.434 0.016
O 1.381 3.465 1.174 -0.070
H 0.842 4.227 1.437 0.059
H 1.514 2.962 1.984 0.049
O -1.746 -0.359 -0.903 -0.079
H -2.015 0.433 -0.412 0.011
H -2.513 -0.810 -1.274 0.047
O -4.336 -1.940 -1.192 -0.040
H -4.000 -2.753 -0.793 0.052
H -4.861 -1.455 -0.550 0.042
O -0.088 3.260 3.056 -0.057
H -0.297 2.568 3.705 0.040
H -0.438 2.902 2.249 -0.008
```

Summary:
E_LUMO: -0.11 eV
Charge: 0
Energy: -1109.91299 Eh
Structure (SMILES): C[C@@H](N)CCN.O.O.O.O.O.O.O.O.O.O.O
Kohn-Sham gap: 8.55 eV

***

[2]
The following is a quantum chemistry calculation of a 13-piece molecular cluster, C4H34N2O13 overall at a distorted geometry, from the OMol25 dataset.

XYZ file:
```
53
Properties=species:S:1:pos:R:3:lowdin_charge:R:1
C -1.467 -2.026 2.988 -0.333
N -0.434 -1.702 2.134 0.055
C -0.160 -2.723 1.009 -0.075
C -1.362 -2.590 -0.006 -0.143
N -1.486 -1.388 -0.836 0.074
C -2.306 -1.616 -2.036 -0.010
O -2.259 -2.923 2.802 0.046
H -1.575 -1.345 3.906 0.165
H -0.094 -0.749 2.125 0.094
H 0.743 -2.387 0.394 0.090
H -0.049 -3.775 1.427 0.162
H -2.304 -2.754 0.601 0.160
H -1.227 -3.493 -0.739 0.175
H -1.527 -0.491 -0.501 0.064
H -1.593 -1.549 -2.872 0.118
H -2.970 -2.528 -1.810 0.146
H -2.943 -0.829 -2.385 0.090
H 1.966 -0.465 -3.008 0.053
H 2.139 0.439 -4.372 0.027
O 2.511 0.267 -3.543 -0.085
H -2.627 0.720 1.093 -0.074
H -2.036 1.772 2.034 0.078
O -1.877 0.838 1.597 -0.086
H 3.233 0.949 -2.183 -0.037
H 4.216 2.160 -1.859 0.045
O 3.748 1.402 -1.502 -0.067
H 1.249 2.566 1.966 0.036
H 1.808 3.947 2.280 0.049
O 1.105 3.371 2.522 -0.032
H 0.254 -1.582 -2.017 0.052
H 1.647 -1.971 -1.585 0.057
O 1.181 -1.702 -2.399 -0.025
H 3.157 0.710 1.996 0.098
H 4.213 0.327 0.943 0.033
O 3.691 -0.082 1.627 -0.068
H -0.841 2.123 -0.011 0.041
H -1.774 1.505 -1.183 0.024
O -0.977 1.966 -0.965 -0.032
H 3.356 -3.020 1.213 0.009
H 3.527 -1.753 0.609 0.077
O 2.953 -2.607 0.495 -0.070
H -4.716 0.632 0.911 0.045
H -4.524 0.969 -0.599 0.053
O -4.258 1.157 0.295 0.001
H 0.442 0.350 0.552 -0.080
H 1.942 0.621 0.528 0.011
O 1.093 0.847 0.836 0.037
H -0.274 2.691 -2.499 -0.010
H 1.151 2.271 -2.864 -0.029
O 0.374 2.641 -3.214 -0.048
H -1.738 3.990 1.439 0.111
H -0.670 3.390 2.395 -0.008
O -1.626 3.427 2.271 -0.065
```

Summary:
E_LUMO (spin up / spin down): -3.12 / -8.19 eV
Multiplicity: 2
⟨S²⟩: 0.756
Charge: +1
Energy: -1260.04918 Eh
Kohn-Sham gap (spin up / spin down): 9.98 / 4.91 eV

***

[3]
The following is a quantum chemistry calculation of a 12-piece molecular cluster, C4H34NO11S overall at a distorted geometry, from the OMol25 dataset.

XYZ file:
```
51
Properties=species:S:1:pos:R:3:lowdin_charge:R:1
C -0.747 -2.383 1.184 -0.152
C 0.775 -2.406 1.083 -0.211
C 1.340 -0.961 1.054 -0.437
S 2.159 -0.600 -0.583 0.842
C 3.554 -1.733 -0.490 -0.365
N -1.266 -1.437 0.177 0.142
H -1.327 -3.339 1.187 0.158
H -0.955 -1.974 2.181 0.100
H 1.120 -3.037 0.205 0.115
H 1.170 -2.976 1.923 0.123
H 2.168 -0.850 1.776 0.074
H 0.727 -0.122 1.392 0.044
H 4.254 -1.347 0.285 0.055
H 4.002 -1.757 -1.480 0.044
H 3.229 -2.715 -0.106 0.046
H -2.255 -1.201 0.124 0.122
H -1.008 -0.453 0.288 0.124
H -1.037 -1.793 -0.800 0.129
H 1.948 2.845 -2.957 0.043
H 2.418 1.623 -3.755 0.062
O 1.629 2.119 -3.511 -0.050
H -1.488 -2.435 -2.885 0.023
H -2.398 -1.308 -2.309 0.012
O -2.255 -2.285 -2.314 -0.087
H 3.013 3.625 -0.313 0.056
H 2.492 2.140 -0.298 -0.022
O 2.266 3.053 -0.506 -0.057
H -0.550 2.353 -0.492 0.006
H -0.166 3.329 0.728 0.078
O -0.637 2.522 0.467 -0.059
H 2.935 1.185 2.219 0.032
H 1.467 0.999 2.652 -0.019
O 2.322 1.304 2.959 -0.045
H -3.410 0.331 1.796 0.006
H -3.845 -0.333 3.054 0.070
O -3.111 -0.358 2.427 -0.066
H -3.919 2.230 0.546 0.101
H -2.270 2.069 0.706 0.025
O -3.154 1.649 0.663 -0.068
H 0.028 1.856 -2.525 0.044
H -0.843 2.950 -2.831 0.099
O -0.844 2.194 -2.223 -0.056
H 1.030 -1.091 -3.296 0.045
H 1.019 -2.016 -2.020 -0.039
O 0.494 -1.682 -2.751 -0.100
H -2.115 1.000 -1.795 0.037
H -3.106 0.516 -0.718 0.055
O -2.477 0.175 -1.408 -0.094
H -1.291 0.251 3.180 0.018
H -0.461 0.488 4.379 0.061
O -0.625 -0.213 3.729 -0.064
```

Summary:
E_LUMO: -2.58 eV
Charge: +1
Energy: -1453.16782 Eh
Kohn-Sham gap: 9.65 eV

***

[4]
The following is a quantum chemistry calculation of C4H35NO15 as an isolated structure at a distorted geometry, from the OMol25 dataset.

XYZ file:
```
55
Properties=species:S:1:pos:R:3:lowdin_charge:R:1
O 1.751 2.338 -1.110 -0.033
C 1.146 1.238 -1.072 -0.405
N 0.836 0.794 -2.342 0.102
C -0.041 -0.302 -2.697 -0.191
O -1.162 -0.200 -1.861 -0.062
C 0.617 0.607 0.164 -0.136
C 1.179 1.139 1.495 -0.054
H 1.245 1.419 -3.036 0.132
H -0.325 -0.298 -3.739 0.140
H 0.466 -1.218 -2.420 0.097
H -2.006 -0.572 -2.129 0.116
H -0.472 0.700 0.201 0.094
H 0.707 -0.476 0.025 0.111
H 0.280 1.453 2.064 0.063
H 1.645 0.398 2.140 0.060
H 1.865 1.983 1.343 0.085
H -1.205 -3.584 -0.793 0.094
H -1.096 -2.221 -0.639 -0.013
O -0.464 -2.996 -0.566 -0.114
H -1.518 3.129 -0.233 0.062
H -1.453 2.103 -1.400 0.034
O -2.093 2.513 -0.801 -0.072
H -1.110 0.592 2.978 0.002
H -2.245 1.053 1.929 0.003
O -2.005 0.941 2.865 -0.072
H -2.176 -2.043 1.071 0.046
H -2.683 -0.842 0.161 0.032
O -2.114 -1.647 0.178 -0.076
H 2.255 -1.585 -1.522 0.011
H 3.596 -1.050 -1.893 0.073
O 2.843 -0.807 -1.342 -0.074
H -1.070 -1.389 4.577 0.129
H -0.421 -1.505 3.064 0.075
O -1.038 -1.043 3.682 -0.091
H 1.799 3.120 -2.568 -0.017
H 1.218 4.298 -3.335 0.036
O 1.765 3.514 -3.476 -0.086
H -2.620 -1.152 3.064 0.053
H -1.543 -2.103 3.401 -0.114
O -2.386 -2.088 2.925 -0.120
H 0.244 4.705 0.255 0.065
H 0.854 3.344 -0.203 0.027
O 0.020 3.775 0.155 -0.064
H 2.576 -3.783 -1.018 0.065
H 1.188 -3.108 -1.082 0.008
O 2.006 -3.282 -1.610 -0.069
H -2.693 1.255 0.007 0.020
H -4.195 1.138 0.376 0.083
O -3.361 0.666 0.501 -0.094
H 0.935 -2.648 1.891 0.074
H -0.375 -3.069 1.236 0.033
O 0.001 -2.825 2.108 -0.046
H 3.471 -0.541 0.452 0.013
H 4.348 -1.238 1.406 0.041
O 3.408 -1.068 1.269 -0.076
```

Summary:
E_LUMO: 0.18 eV
Charge: 0
Energy: -1356.61300 Eh
Kohn-Sham gap: 9.03 eV

***

[5]
The following is a quantum chemistry calculation of a 14-piece molecular cluster, C4H36N2O14 overall at a distorted geometry, from the OMol25 dataset.

XYZ file:
```
56
Properties=species:S:1:pos:R:3:lowdin_charge:R:1
C 0.704 0.273 1.005 -0.209
N 0.737 1.552 0.347 0.073
C -0.034 2.582 0.881 -0.566
N -1.196 2.308 1.600 0.132
O 0.402 3.733 0.906 0.001
C 1.840 0.179 2.040 -0.231
C 3.162 -0.431 1.535 -0.094
H 0.838 -0.543 0.253 0.130
H -0.242 0.084 1.502 0.068
H 1.619 1.995 0.088 0.084
H -1.481 2.952 2.320 0.102
H -1.971 1.967 1.044 0.056
H 2.005 1.192 2.422 0.110
H 1.597 -0.423 2.934 0.082
H 3.995 -0.354 2.238 0.070
H 3.066 -1.483 1.324 0.051
H 3.540 0.014 0.608 0.075
H -0.141 0.306 4.009 0.045
H -1.602 0.447 3.739 0.050
O -0.987 -0.111 4.238 -0.045
H 3.225 3.978 0.550 0.061
H 2.384 3.597 -0.664 0.006
O 3.034 3.242 -0.041 -0.054
H -2.140 -0.322 -2.040 0.018
H -3.420 0.179 -2.679 0.039
O -3.096 -0.301 -1.916 -0.070
H -0.388 -4.100 -2.793 0.057
H -1.213 -3.847 -1.475 0.016
O -0.361 -3.668 -1.935 -0.069
H -0.057 4.467 -1.357 0.051
H 1.244 5.171 -1.816 0.065
O 0.660 4.430 -1.999 -0.046
H -3.676 -3.303 -1.191 0.051
H -2.614 -3.146 0.014 0.022
O -2.804 -3.528 -0.871 -0.071
H 1.941 -3.866 0.165 0.020
H 1.220 -3.689 -1.128 -0.013
O 2.012 -3.355 -0.650 -0.094
H -1.000 1.601 -2.506 0.031
H -0.957 1.282 -4.018 0.056
O -1.393 1.052 -3.191 -0.060
H -0.753 -1.667 3.350 0.029
H 0.592 -2.507 2.850 0.065
O -0.282 -2.171 2.661 -0.054
H 0.869 -1.660 -3.401 0.017
H 1.773 -0.550 -3.865 0.017
O 1.578 -1.483 -4.035 -0.062
H -3.216 -3.336 2.121 0.053
H -1.715 -2.983 2.159 0.003
O -2.366 -3.598 1.752 -0.067
H -2.477 0.164 0.008 0.026
H -3.659 0.396 0.781 0.066
O -2.708 0.297 0.947 -0.075
H 1.914 1.984 -2.509 0.036
H 0.833 2.953 -3.207 0.017
O 1.165 2.048 -3.107 -0.069
```

Summary:
E_LUMO: 0.03 eV
Charge: 0
Energy: -1336.88153 Eh
Kohn-Sham gap: 9.51 eV